A structure of composition C31H43ClMnN3O4Si3. Source: the Open Molecules 2025 dataset; level of theory: ωB97M-V with the def2-TZVPD basis set.

Geometry (Å):
Mn 1.18118 -0.20291 0.36967
C 0.77161 -3.70379 2.92848
C 1.19475 -2.38529 2.35599
N 0.24309 -1.47735 1.84524
N -0.97723 -1.86377 1.84061
C -1.94633 -1.08857 1.42205
O -1.64877 0.33622 1.21308
C -3.32970 -1.43854 1.49183
C -4.36796 -0.52350 1.24328
C -5.70022 -0.90365 1.31775
C -6.05637 -2.20381 1.63815
C -5.03640 -3.12567 1.88045
C -3.70874 -2.76368 1.81010
C 2.51139 -2.00437 2.27304
C 3.59984 -2.82714 2.75790
C 4.88116 -2.38926 2.68233
C 5.18015 -1.12074 2.11629
C 4.11400 -0.40086 1.63535
N 2.83661 -0.77856 1.68897
H -0.31130 -3.73274 3.02938
H 1.20672 -3.87727 3.91845
H 1.06262 -4.55131 2.29600
H -4.13020 0.49475 0.97088
H -6.46788 -0.16505 1.11542
H -7.09612 -2.49924 1.69075
H -5.28639 -4.15152 2.12671
H -2.92988 -3.49090 1.99243
H 3.37650 -3.79976 3.17508
H 5.68406 -3.02011 3.04979
H 6.18961 -0.74438 2.03802
H 4.28649 0.56485 1.16141
Cl 0.58736 -4.51490 -5.85038
C 0.44012 -3.57312 -4.38393
C -0.81555 -3.47511 -3.75328
C -0.96758 -2.74700 -2.60973
C 0.13359 -2.05487 -2.00075
O -0.04182 -1.37054 -0.95023
C 1.39722 -2.18853 -2.66243
C 2.57028 -1.53083 -2.17238
O 2.67161 -0.85897 -1.14776
C 1.52114 -2.94177 -3.84793
H -1.66337 -3.98777 -4.19072
H -1.92939 -2.67532 -2.11975
H 3.47209 -1.64994 -2.80093
H 2.49070 -3.01338 -4.32803
C 1.89698 1.97288 2.90585
O 1.34853 1.75147 1.61896
Si 0.92664 2.91774 0.48230
C 0.02184 4.29619 1.41660
C 2.51364 3.78230 -0.04539
C 0.06784 1.89408 -0.74291
Si -1.59571 1.35305 -0.36953
C -2.74689 2.74972 0.17098
C -1.59219 1.00110 2.50227
C -2.57897 0.23924 -1.49179
Si 0.60366 2.12769 -2.49948
C -0.21195 1.00355 -3.77096
C 2.45771 2.00832 -2.83851
C 0.12291 3.86720 -3.08833
H 1.19923 2.54687 3.52416
H 2.84335 2.51868 2.84154
H 2.08552 1.00204 3.35964
H 0.73901 4.83421 2.04316
H -0.79752 3.98153 2.06287
H -0.38285 5.01459 0.69831
H 2.77016 4.54996 0.68913
H 2.41787 4.27615 -1.01160
H 3.34842 3.08110 -0.10763
H -2.21885 3.58424 0.62776
H -3.56235 2.44856 0.83005
H -3.20105 3.13180 -0.74947
H -1.36515 2.04956 2.34268
H -0.80299 0.52547 3.08046
H -2.56622 0.88646 2.97602
H -2.08597 0.02720 -2.43423
H -3.55672 0.68683 -1.68870
H -2.73263 -0.71355 -0.98407
H -0.16978 -0.05498 -3.51739
H 0.30208 1.13338 -4.72771
H -1.25769 1.28105 -3.92412
H 2.93608 1.14760 -2.37441
H 2.98905 2.90083 -2.51257
H 2.59377 1.93013 -3.92198
H -0.95592 4.01500 -2.98571
H 0.38727 4.02313 -4.13910
H 0.61719 4.64760 -2.50378

Force components x, y, z for each atom (eV/Å):
0.1 0.1 -0.1
0.0 0.0 0.0
-0.1 0.1 0.0
0.0 -0.1 0.2
0.1 -0.1 0.0
-0.1 0.0 0.0
0.0 0.1 -0.1
0.0 0.1 0.0
0.0 0.0 0.0
0.0 0.0 0.0
0.0 0.0 0.0
0.0 0.0 0.0
0.0 0.0 0.0
0.1 0.0 0.1
0.0 0.0 0.0
0.0 0.0 0.0
0.0 0.0 0.0
0.0 0.1 0.0
0.0 -0.2 -0.1
0.0 0.0 0.0
0.0 0.0 0.0
0.0 0.0 0.0
0.0 0.0 0.0
0.0 0.0 0.0
0.0 0.0 0.0
0.0 0.0 0.0
0.0 0.0 0.0
0.0 0.0 0.0
0.0 0.0 0.0
0.0 0.0 0.0
0.0 0.0 0.0
0.0 0.0 0.0
0.0 0.0 0.0
0.0 0.0 0.0
0.0 0.0 0.0
0.0 -0.1 0.0
0.0 0.1 -0.1
0.0 0.1 0.0
0.0 -0.1 0.1
0.1 0.2 -0.2
0.0 0.0 0.0
0.0 0.0 0.0
0.0 0.0 0.0
0.0 0.0 0.0
0.0 0.0 0.0
0.0 0.0 -0.1
0.0 0.0 0.3
-0.1 0.1 -0.1
0.0 0.0 0.0
0.0 -0.1 0.0
0.3 -0.3 0.0
-0.1 0.1 0.0
0.0 0.0 0.0
0.0 0.0 0.0
0.0 0.0 0.1
-0.2 0.1 0.0
0.0 0.0 0.0
0.0 0.0 0.0
0.0 0.0 0.0
0.0 0.0 0.0
0.0 0.0 0.0
0.0 0.0 0.0
0.0 0.0 0.0
0.0 0.0 0.0
0.0 0.0 0.0
0.0 0.0 0.0
0.0 0.1 0.0
0.0 0.0 -0.1
-0.1 -0.1 0.0
0.0 0.0 0.0
0.0 0.0 0.0
0.0 0.0 0.0
0.0 0.0 0.0
0.0 0.0 0.0
0.0 0.0 0.0
0.0 0.0 0.0
0.0 0.0 0.0
0.0 0.0 0.0
0.0 0.0 0.0
0.0 0.0 0.0
0.0 0.0 0.0
0.0 0.0 0.0
0.0 0.0 0.0
0.0 0.0 0.0
0.0 0.0 0.0
0.0 0.0 0.0

Properties
- ΔE to the lowest compared entry with this formula, charge and spin: 40.53 kcal/mol
- Highest occupied orbital energy (spin up / spin down): -2.22 / -2.26 eV
- HOMO-LUMO gap (spin up / spin down): 4.69 / 4.73 eV
- Total charge: -1
- DFT total energy: -112985.92529 eV
- Molecular weight: 696.4 g mol⁻¹
- F_max: 0.0075 Eh/bohr
- LUMO (spin up / spin down): 2.5 / 2.5 eV
- Multiplicity: 6

These are the Löwdin partial charges, in e, on atoms 1 to 8: 0.8887, -0.0756, -0.2996, -0.0568, 0.0589, -0.3040, -0.2561, -0.1778